# 1
{"formula": "C12H14NO2", "method": "ωB97M-V with the def2-TZVPD basis set", "symbols": ["O", "O", "N", "C", "C", "C", "C", "C", "C", "C", "C", "C", "C", "C", "C", "H", "H", "H", "H", "H", "H", "H", "H", "H", "H", "H", "H", "H", "H"], "positions_angstrom": [[-1.2544, -1.9275, 1.3375], [-3.3458, -2.6793, 1.0415], [0.7362, -0.8379, 0.0152], [-2.5023, -1.8401, 1.4212], [1.2202, 0.9473, -1.3887], [1.9812, 2.0509, -1.6664], [-3.1444, -0.4995, 1.9429], [1.3632, 0.4254, -0.0346], [-2.2036, 0.2684, 2.9117], [0.2286, -1.0319, -1.2655], [2.0682, 1.0989, 0.9487], [2.7486, 2.7534, -0.7484], [0.3767, -0.1949, -3.6213], [2.8593, 2.1520, 0.5071], [0.6020, -0.1164, -2.1536], [-4.0828, -0.8733, 2.3421], [3.2846, 3.6435, -1.0387], [-3.3465, 0.1009, 1.0377], [0.2869, -1.1984, 0.8671], [-2.6665, 1.2438, 2.9771], [1.8739, 0.6935, 1.9183], [-1.1236, 0.2134, 2.7485], [-0.6812, -0.2147, -3.8888], [-2.3095, -0.2554, 3.8787], [3.4892, 2.6514, 1.2591], [0.9654, -1.0233, -3.9802], [0.7280, 0.6791, -4.1935], [-0.3798, -1.9482, -1.1003], [2.1075, 2.3941, -2.7338]], "homo_lumo_gap_ha": 0.287, "fmax_ev_per_a": 4.8, "e_homo_ev": -4.53, "spin_multiplicity": 1, "total_charge": -1, "de_lowest_kj_mol": 130.83}



# 2
{"formula": "C58H75ClN14O4S", "method": "ωB97M-V with the def2-TZVPD basis set", "symbols": ["Cl", "S", "O", "O", "O", "O", "N", "N", "N", "N", "N", "N", "N", "N", "N", "N", "N", "N", "N", "N", "C", "C", "C", "C", "C", "C", "C", "C", "C", "C", "C", "C", "C", "C", "C", "C", "C", "C", "C", "C", "C", "C", "C", "C", "C", "C", "C", "C", "C", "C", "C", "C", "C", "C", "C", "C", "C", "C", "C", "C", "C", "C", "C", "C", "C", "C", "C", "C", "C", "C", "C", "C", "C", "C", "C", "C", "C", "C", "H", "H", "H", "H", "H", "H", "H", "H", "H", "H", "H", "H", "H", "H", "H", "H", "H", "H", "H", "H", "H", "H", "H", "H", "H", "H", "H", "H", "H", "H", "H", "H", "H", "H", "H", "H", "H", "H", "H", "H", "H", "H", "H", "H", "H", "H", "H", "H", "H", "H", "H", "H", "H", "H", "H", "H", "H", "H", "H", "H", "H", "H", "H", "H", "H", "H", "H", "H", "H", "H", "H", "H", "H", "H", "H"], "positions_angstrom": [[0.0843, 0.2201, -0.3064], [-4.3968, -1.0618, 2.6243], [-2.3567, 3.6977, -4.1714], [-5.1026, 3.6465, -3.4118], [0.8837, -3.4293, 4.2963], [-3.4997, 2.0421, -3.0406], [2.5077, 9.6859, -9.6807], [-0.0662, 4.7114, -9.2702], [-6.7968, -0.5899, -1.6564], [-1.6670, 0.5510, 2.7905], [-4.4271, 9.1514, -3.2531], [-10.1998, 14.1459, -4.9562], [0.7038, -3.7341, 0.1552], [-7.4295, 9.4822, -4.0128], [-2.0145, 6.2517, 0.5929], [6.8320, -5.2132, 2.8966], [7.3962, -9.8206, 1.8452], [7.5120, -5.2098, -1.4017], [4.2627, -10.1154, -0.6512], [12.9075, -5.6670, -0.6233], [-2.1445, 6.4662, -0.5301], [-10.3488, 14.3283, -6.0823], [0.4557, 8.0709, -9.9402], [0.8861, -0.5628, 3.4688], [8.5483, -5.6811, -1.5714], [-1.4695, -3.6093, 3.8833], [12.7534, -6.5123, 0.1421], [7.5307, -9.3240, 2.8743], [0.5332, -3.1115, -2.3855], [-5.3544, 2.5042, -1.3558], [-3.8203, -0.1257, 6.8532], [4.1599, -3.1281, 4.1372], [3.7581, -2.1816, 5.3295], [4.4953, -2.2645, 2.8586], [-2.1619, 0.7898, 5.3055], [-0.2781, -2.8128, 3.8796], [-6.5158, -1.6827, -1.4338], [-3.1742, 2.5736, -0.0197], [-2.7926, -1.7179, 3.1135], [4.4709, -11.2220, -0.4169], [-1.6916, 1.4428, 3.9931], [-2.6450, 0.9260, 1.7981], [-1.6980, 3.6827, -7.4917], [-2.8397, -0.3387, 7.8699], [0.6290, -3.4627, -0.9596], [-2.7200, -3.0930, 3.4891], [1.6080, 8.9779, -9.7944], [6.4307, -5.7681, 1.9703], [-1.0563, 2.4652, -2.6344], [-0.3938, -1.4478, 3.4892], [1.7773, -3.7710, 3.2174], [-2.3168, 2.0512, 0.9652], [-1.1772, 0.5530, 6.3062], [-1.4947, -0.0042, 7.5698], [9.8720, -6.2896, -1.7838], [-5.3263, 8.4430, -3.3790], [7.7093, -8.6985, 4.2012], [-4.4438, 1.9286, -0.2489], [-8.0877, 11.9787, -4.4966], [-6.4768, 7.5354, -3.5425], [-7.7209, 10.5783, -4.2246], [12.5545, -7.5940, 1.1221], [-2.3296, 6.7037, -1.9692], [5.9198, -6.4873, 0.7910], [-6.1532, -3.0810, -1.1498], [0.9948, 0.7650, 1.1839], [-10.5394, 14.5622, -7.5244], [2.9059, -5.0340, 5.2033], [-0.7816, 4.2606, -8.4900], [4.7406, -12.6375, -0.1142], [-4.7763, 0.8275, 0.5594], [-4.6263, 2.8047, -2.7112], [-1.6679, -0.8575, 3.1137], [1.4385, -0.4959, 1.9930], [-3.5043, 0.4315, 5.5926], [3.1126, -4.2708, 3.8577], [-3.9114, 0.3309, 1.5827], [-2.3853, 2.8188, -3.3627], [5.6024, -2.1680, 2.8100], [-8.9383, 12.0137, -5.1711], [-2.6877, 3.5561, -7.9275], [0.7216, 0.4258, 3.9320], [-8.3516, 12.4803, -3.5680], [6.7848, -8.7696, 4.7719], [11.5203, -7.9353, 1.0916], [3.6177, -4.9778, 3.1571], [-10.5176, 15.6309, -7.7312], [-0.7041, 1.9351, 4.1529], [-7.2470, 12.4978, -4.9552], [4.9493, -6.0854, 0.5028], [5.0980, -3.6467, 4.4282], [2.2884, -5.9495, 5.0791], [0.4375, 1.5112, 1.7709], [-1.3631, -4.6588, 4.2115], [-2.3078, 7.7715, -2.1818], [1.0450, -1.3859, 1.4608], [-3.5992, -3.7486, 3.5171], [3.9042, -5.3634, 5.5633], [-6.5604, -3.7323, -1.9216], [-0.2652, 2.6876, -3.3855], [4.3424, -2.5101, 6.2201], [-0.9669, 1.3904, -2.4043], [7.9740, -7.6478, 4.0849], [2.4622, -4.4108, 6.0021], [-0.1246, 0.8127, 6.0900], [0.6233, -2.0325, -2.5052], [-5.8469, 3.4381, -1.0188], [9.8356, -7.3492, -1.5314], [2.5436, -0.5417, 1.9381], [0.0687, 8.1249, -10.9566], [6.6153, -6.3697, -0.0442], [-4.3029, 0.6037, 4.8592], [13.2124, -8.4296, 0.8887], [1.3320, -3.6005, -2.9412], [-1.7716, 4.3423, -6.6286], [-3.1125, -0.7451, 8.8577], [-6.1439, 6.5068, -3.3351], [1.6315, -1.1040, 4.0878], [-0.6801, -0.1295, 8.2964], [0.7594, 7.0461, -9.7297], [-3.2909, 6.2990, -2.2844], [10.6100, -5.7990, -1.1552], [-2.8849, 3.4605, -0.6064], [1.3285, -4.6332, 2.6698], [-4.8557, -0.3906, 7.1269], [1.9166, -2.9455, 2.4956], [-2.3895, 2.2785, 3.7525], [-9.7445, 14.0742, -8.0864], [4.1236, -1.2366, 3.0561], [-0.4276, -3.4358, -2.7826], [4.0220, -1.1186, 5.1663], [-11.4995, 14.1575, -7.8405], [-7.2626, 7.7930, -2.8512], [2.6839, -2.2704, 5.5963], [4.3322, -13.2686, -0.9020], [4.2784, -12.9072, 0.8340], [-0.8596, 3.1319, -1.7766], [-6.1300, 1.7448, -1.5981], [-1.3262, 2.7126, -7.1660], [-6.5564, -3.3778, -0.1828], [-1.5356, 6.2116, -2.5305], [-6.8539, 7.5815, -4.5510], [5.8179, -7.5471, 1.0263], [-5.7597, 0.3578, 0.4040], [-1.3432, 2.5489, 1.1050], [10.1660, -6.1821, -2.8266], [-5.0692, -3.1842, -1.1302], [1.9083, 1.2528, 0.7805], [8.5035, -9.2091, 4.7442], [5.8149, -12.8016, -0.0461], [12.7805, -7.2311, 2.1235], [4.0719, -2.6983, 1.9336], [-0.3314, 8.3581, -9.2445]], "homo_lumo_gap_ha": 0.286, "fmax_ev_per_a": 4.3, "e_homo_ev": -7.55, "spin_multiplicity": 1, "total_charge": 0}



# 3
{"formula": "C16H29BrCuF3NO2P2S", "method": "ωB97M-V with the def2-TZVPD basis set", "symbols": ["Br", "Cu", "S", "P", "P", "F", "F", "F", "O", "O", "N", "C", "C", "C", "C", "C", "C", "C", "C", "C", "C", "C", "C", "C", "C", "C", "C", "H", "H", "H", "H", "H", "H", "H", "H", "H", "H", "H", "H", "H", "H", "H", "H", "H", "H", "H", "H", "H", "H", "H", "H", "H", "H", "H", "H", "H"], "positions_angstrom": [[3.2168, -2.2505, 2.5954], [2.5913, 4.5064, 1.8960], [4.2042, 2.2799, 0.4365], [3.8210, 0.3664, 0.7453], [-0.1352, 1.7010, 0.1883], [-0.7877, -4.5133, 0.5517], [-2.5893, -5.4299, 1.1919], [-2.6169, -3.3958, 0.6591], [-0.3871, -3.2830, 2.8899], [-0.5873, -1.5147, -0.5155], [1.2570, -1.9686, 0.7245], [2.0389, 0.1265, 1.1813], [1.0106, 0.2722, -0.0073], [1.6687, -1.1937, 1.8707], [0.7636, 0.3669, -2.6400], [0.6831, -1.1339, 3.0618], [0.9722, 3.1343, 0.5634], [-2.2138, 1.3437, -2.9059], [-3.5979, 1.6009, -3.5030], [0.4134, -1.1328, -0.0196], [-1.5908, -3.9964, 2.6993], [-0.6120, -1.8723, 2.8513], [-1.2707, 1.4803, 1.6368], [1.6927, 0.4411, -1.4120], [-1.0882, 1.6841, -3.8758], [-1.8780, -4.3074, 1.2364], [0.3237, 1.7151, -3.2434], [0.9815, 3.4410, 1.6238], [0.4550, -0.0878, 3.2650], [-0.9493, 2.0882, 2.4780], [2.3768, -0.3950, -1.5010], [1.3344, -0.1335, -3.4159], [2.2288, 1.3868, -1.4090], [-1.2748, 2.6937, -4.2328], [-2.1313, 1.8547, -1.9535], [0.9868, 1.9856, -4.0617], [-3.7002, 2.6606, -3.7118], [-1.4131, 0.4481, 1.9240], [0.9216, -2.9091, 0.9043], [0.3529, 2.5427, -2.5362], [-2.4573, -3.4609, 3.0847], [-3.7818, 1.0101, -4.3902], [-1.4835, -4.9315, 3.2320], [-2.1507, 0.2766, -2.6874], [2.0003, 2.8476, 0.2886], [4.1747, -0.3672, -0.3967], [-1.0655, 0.9628, -4.6884], [0.6779, 3.9617, -0.0695], [-1.1328, -1.6267, 1.9260], [-1.2730, -1.6062, 3.6798], [4.6159, -0.0626, 1.8161], [-2.2328, 1.8742, 1.3260], [1.1444, -1.5024, 3.9636], [1.9532, 0.9230, 1.9192], [-0.1213, -0.2386, -2.4810], [-4.3394, 1.3373, -2.7530]], "homo_lumo_gap_ha": 0.214, "fmax_ev_per_a": 2.1, "e_homo_ev": -11.40, "spin_multiplicity": 1, "total_charge": 1}